Density functional theory data (the ωB97M-V functional and the def2-TZVPD basis) for C36H30BrF10FeN3OS2Sb as an isolated structure.

The geometry in XYZ format:
```
85
Properties=species:S:1:pos:R:3
S 0.178 -2.603 -1.134
C -0.660 0.487 -1.636
H 3.383 1.961 -3.406
H 1.685 2.869 -2.357
H 2.208 3.958 1.158
F -5.610 -3.757 -0.625
C -2.093 1.106 2.822
H 3.373 0.678 -4.616
F 4.668 -3.606 5.839
C -1.685 1.270 -2.169
C -2.301 -3.308 -2.032
H -1.735 1.422 -3.237
H 5.113 2.067 1.256
C -3.190 1.824 2.409
H 3.374 -1.792 -3.902
F -1.733 -3.433 -3.240
H 3.073 -2.205 -2.212
C 2.990 0.969 -3.632
Fe 0.788 -0.941 0.617
H 5.429 0.720 -0.799
H 4.876 -1.719 0.971
H -7.147 -1.265 -0.384
H 1.809 -1.454 -3.159
H 0.577 2.798 -0.989
S 2.003 -2.602 1.635
H 4.894 0.597 2.207
F -4.204 -2.928 1.555
H 3.624 2.934 -0.670
C -7.319 1.136 -2.774
H -6.369 3.056 -2.649
C -2.626 1.819 -1.329
H 4.484 -0.095 -2.543
C 2.841 -2.056 3.072
F 3.357 -4.303 3.625
C 4.242 -1.327 5.435
C 5.355 1.006 1.310
C 1.570 3.124 -1.307
C 3.669 -0.363 4.626
F 3.791 0.933 4.947
N -0.533 0.278 -0.341
C 4.937 0.249 0.059
H 1.904 1.047 -3.722
C -3.650 -3.597 -1.944
C 2.993 -0.733 3.477
H -3.416 2.441 -1.723
C -3.584 -3.057 0.375
C -1.185 0.563 1.894
C -7.524 -0.074 -2.124
H 0.070 0.008 -2.277
C -6.973 -0.319 -0.875
N -4.631 2.690 0.769
C -5.967 1.877 -0.909
F -1.599 -2.393 1.374
H -7.761 1.312 -3.745
H 1.586 4.215 -1.227
H -3.893 2.213 3.135
H 6.439 0.925 1.438
C 2.886 -1.455 -2.983
C -6.549 2.105 -2.166
H -1.910 0.930 3.874
Br -8.585 -1.406 -2.955
C -6.201 0.653 -0.265
C -1.450 0.819 0.500
F 2.507 0.266 2.728
C 4.120 -2.656 5.069
O -0.146 -0.117 2.201
C -2.232 -2.783 0.262
C 5.359 -1.215 0.133
H -5.780 0.470 0.713
C -1.532 -2.905 -0.936
Sb 2.846 0.362 -0.526
H 6.442 -1.293 0.264
C -3.496 2.058 1.046
F -4.332 -3.990 -3.028
N -5.165 2.891 -0.409
F 4.913 -0.981 6.543
C 3.392 -0.068 -2.593
H 5.093 -1.770 -0.769
H 3.043 2.526 1.763
C 2.303 2.873 1.046
C 2.644 2.525 -0.403
H 1.347 2.427 1.333
C -4.303 -3.474 -0.730
C 3.437 -2.999 3.918
C -2.545 1.582 0.053
```

The energy above the lowest of the compared OMol25 structures with the same formula, charge and spin is 0.0 kJ/mol. Its total charge is -1. The HOMO energy (alpha / beta) comes out at -4.307 / -5.017 eV. As for the multiplicity: 5. Its total energy is -7502.3443 hartree. The value obtained for the LUMO energy (alpha / beta) is 2.16 / 1.31 eV.



Density functional theory data (the ωB97M-V functional and the def2-TZVPD basis) for C36H30Cl2MoO9P2 as an isolated structure.

The geometry in XYZ format:
```
80
Properties=species:S:1:pos:R:3
C 0.884 1.542 3.600
H -2.058 0.507 -0.626
O -0.120 -3.227 -0.020
C -3.458 1.738 -1.671
H 1.595 4.076 5.728
H -1.794 3.469 2.532
H -1.997 -2.897 -3.515
C -1.774 1.319 2.265
O 3.027 -0.978 -2.641
C -3.632 2.868 -2.462
C -2.194 1.402 -1.221
H 2.824 2.248 6.844
H 3.900 2.456 -4.336
C 2.278 2.050 5.932
O -0.959 -5.007 -4.612
C -0.603 -5.527 -0.152
H 3.253 5.761 -1.690
O 0.355 -0.199 1.614
C -2.545 3.657 -2.812
C 1.938 -1.454 -2.617
C -1.025 -2.755 -3.985
C -2.542 0.158 2.220
H -4.620 3.127 -2.819
O 1.499 -2.082 -1.472
C 0.945 -4.751 1.511
H 0.988 -0.459 -4.205
C 0.427 -7.085 1.394
O 0.686 0.269 -0.941
H -2.684 4.525 -3.442
C -2.378 2.556 2.495
H -0.446 -5.830 -4.601
C 0.554 2.390 0.840
O -0.374 -1.715 -3.288
C -3.749 2.628 2.673
C 1.106 -6.073 1.994
H 1.277 -2.184 -4.461
C -1.101 2.204 -1.559
P 0.496 1.789 -0.890
H 2.218 1.146 -3.128
C 3.383 2.895 -3.495
H 2.818 -0.024 5.887
C 1.577 0.509 4.225
C -0.275 -4.075 -3.949
H 1.572 -0.485 3.800
C 0.092 -4.439 0.427
H 2.169 -3.831 3.063
H 1.593 2.633 1.077
H -0.042 3.304 0.899
H -4.220 3.585 2.849
C 1.591 -3.694 2.148
C -0.440 -6.803 0.322
H -2.076 -0.804 2.052
H 0.352 3.642 3.658
C 1.587 3.081 5.306
H 1.774 -6.260 2.824
C 3.023 4.751 -2.002
C -1.276 3.329 -2.361
H 1.573 4.474 -0.467
O 0.794 -4.254 -3.428
Mo 0.882 -1.502 0.160
C 2.076 4.016 -1.311
H -4.307 1.120 -1.412
H -0.993 -7.617 -0.128
O 1.487 -2.505 1.749
C 2.275 0.771 5.395
C 2.429 2.157 -2.814
C 3.677 4.190 -3.092
H 4.420 4.766 -3.628
Cl -1.719 -5.210 -1.418
C 1.777 2.711 -1.714
C -4.514 1.469 2.626
H -4.515 -0.661 2.363
C -3.915 0.238 2.397
C 0.926 -1.447 -3.738
H -0.428 3.941 -2.643
Cl 0.573 -8.715 1.917
H -1.197 -2.487 -5.033
C 0.889 2.831 4.138
P -0.005 1.212 2.097
H -5.584 1.526 2.776
```

Its total charge is +2. The HOMO energy (alpha / beta) comes out at -13.608 / -13.683 eV. As for the multiplicity: 3. Its total energy is -3737.9288 hartree. The value obtained for the LUMO energy (alpha / beta) is -7.14 / -6.98 eV.



Density functional theory data (the ωB97M-V functional and the def2-TZVPD basis) for C36H30F6IrN8O4P2S3Se2 as an isolated structure.

The geometry in XYZ format:
```
92
Properties=species:S:1:pos:R:3
F -6.628 2.586 1.528
H -2.582 -3.568 -3.912
H -2.337 -4.261 1.027
H 5.758 -3.666 -3.848
C -2.830 -1.555 -4.626
C -2.318 -2.126 -2.361
H -3.054 -1.854 -5.641
F -5.631 -0.861 3.295
C 0.630 0.508 -0.140
H 6.223 1.332 3.617
H -2.123 -2.686 4.192
H 2.891 -0.594 -3.044
C 1.414 3.573 4.277
H 6.725 -3.359 -1.598
C -6.064 -1.930 2.643
H 3.425 3.226 3.600
H 2.747 2.513 1.349
C 3.721 -1.214 -2.722
C 1.993 2.779 2.081
O -4.461 -1.900 0.568
C -2.566 -2.518 -3.656
C 1.212 3.706 -3.435
C 4.393 -1.491 3.203
C -2.176 -3.104 -1.260
O -4.452 0.728 -0.950
S -1.790 -0.880 2.190
H -2.524 1.142 -2.627
H -3.079 -4.997 -1.641
H 5.294 1.784 1.358
N -2.150 -2.551 -0.115
F -5.296 -2.976 2.985
C 5.335 -2.935 -3.172
H -2.348 -4.197 3.404
F -7.315 -2.180 2.951
H 3.231 -1.971 1.467
N -2.113 -3.218 3.335
C -6.025 2.438 0.369
C 2.374 3.193 3.345
H 3.838 -2.286 -4.570
N -2.129 -3.272 1.042
C 4.261 -1.046 -1.447
H 1.219 3.389 -4.469
Ir -2.352 -0.367 0.024
O -6.816 -2.580 0.204
C 4.253 -2.159 -3.578
H 2.060 6.370 -1.509
H 1.224 4.866 0.260
C 0.755 3.279 -1.121
C 5.879 -2.763 -1.911
H 4.155 -2.416 3.713
C 3.872 -1.240 1.946
Se -2.012 2.007 -0.041
H -0.677 3.850 4.675
H -1.571 -5.084 -0.702
N 1.504 -1.491 -0.402
C -2.548 0.112 -2.951
H 5.647 -0.765 4.787
F -5.119 3.392 0.193
P 0.148 2.191 0.133
Se 4.014 2.161 -1.138
C 0.066 3.544 3.951
H 1.721 3.897 5.263
F -6.890 2.443 -0.622
C -0.331 3.124 2.690
N 0.226 -1.645 -0.323
P 3.609 0.263 -0.394
C 1.820 -0.174 -0.300
C 0.737 2.861 -2.454
H 5.777 -1.685 -0.061
C -2.081 -4.567 -1.513
C 5.037 0.874 1.889
H 0.375 1.872 -2.714
S -5.111 0.833 0.362
H -1.508 -4.762 -2.417
C 4.192 -0.050 1.286
H 2.075 5.622 -3.859
C 1.693 4.966 -3.089
C 5.343 -1.817 -1.044
O -4.094 0.883 1.417
C 5.235 -0.562 3.806
N -6.266 -0.169 0.591
C 5.557 0.616 3.151
C -2.055 -2.583 2.181
N -0.355 -0.450 -0.178
N -2.287 -0.812 -2.018
C 1.689 5.388 -1.768
H -3.031 0.559 -4.980
C -2.821 -0.225 -4.266
H -1.384 3.097 2.439
C 0.634 2.742 1.757
C 1.214 4.546 -0.774
S -5.894 -1.692 0.813
```

The energy above the lowest of the compared OMol25 structures with the same formula, charge and spin is 223.1 kJ/mol. Its total charge is +2. The HOMO energy (alpha / beta) comes out at -12.285 / -12.284 eV. As for the multiplicity: 2. Its total energy is -9511.9913 hartree. The value obtained for the LUMO energy (alpha / beta) is -6.64 / -8.51 eV.



Density functional theory data (the ωB97M-V functional and the def2-TZVPD basis) for C36H30N3O2SSbV as an isolated structure.

The geometry in XYZ format:
```
74
Properties=species:S:1:pos:R:3
N 0.258 0.515 2.336
C -3.821 0.316 0.239
H 8.467 -1.323 -4.021
H -5.137 -1.378 0.375
C -4.112 -1.039 0.311
C 5.159 -1.935 -3.691
H 1.534 -1.783 2.417
C -0.511 0.880 -2.990
H -2.651 -1.734 5.050
H 0.915 -5.415 0.402
C 0.515 4.127 2.268
H 2.263 -3.344 0.405
C 5.985 -0.583 -1.848
C 6.433 -1.956 -4.235
C 0.182 -2.935 3.619
H 1.020 5.482 -0.787
H -1.907 0.301 3.916
C 7.255 -0.616 -2.405
O -2.166 -4.216 6.062
H 4.354 -2.461 -4.191
C -1.774 -1.474 0.218
C 1.804 -3.692 -0.513
H 1.681 2.950 -4.533
C 0.645 -4.597 -2.878
H 0.017 -0.953 -2.001
H 5.809 -0.059 -0.916
C -1.716 -1.750 4.503
C -0.991 -2.925 4.372
H -2.092 -3.366 6.513
H 8.073 -0.112 -1.909
V 0.611 0.344 0.255
C 0.851 4.746 -0.013
H -0.114 -6.215 -1.696
C 0.393 -0.043 -2.467
H -4.605 1.059 0.243
H -0.932 -2.162 0.212
C -1.293 -0.589 3.866
C 1.977 -2.984 -1.701
C 1.322 2.119 -3.940
H 0.419 4.373 3.317
C 0.470 -5.303 -1.695
H 1.522 -2.883 -3.814
C -0.129 -0.611 3.110
H 0.841 3.074 -1.379
C 0.202 1.703 2.791
H 0.727 -3.865 3.522
C 0.732 5.115 1.314
C 2.230 1.220 -3.397
C 4.949 -1.243 -2.501
H 3.292 1.362 -3.561
H 0.809 6.153 1.608
H 0.198 -4.955 -3.795
C 7.474 -1.298 -3.593
O -1.250 -5.265 4.337
C 1.765 0.131 -2.666
N -1.486 -0.166 0.152
C 0.751 3.404 -0.351
H -0.014 1.918 3.837
C 1.399 -3.432 -2.887
C -0.044 1.955 -3.731
C 0.431 2.811 1.855
S 2.992 -0.330 0.481
H -1.574 0.730 -2.852
H -0.744 2.656 -4.167
C 0.616 -1.785 2.990
C 1.047 -4.855 -0.514
C -3.068 -1.952 0.298
C -2.499 0.710 0.163
H -2.227 1.757 0.109
H 6.614 -2.491 -5.157
C -1.467 -4.242 4.917
H -3.246 -3.017 0.353
Sb 3.055 -1.193 -1.654
N 0.541 2.451 0.556
```

The energy above the lowest of the compared OMol25 structures with the same formula, charge and spin is 0.0 kJ/mol. Its total charge is +2. The HOMO energy (alpha / beta) comes out at -13.630 / -14.274 eV. As for the multiplicity: 4. Its total energy is -3286.6009 hartree. The value obtained for the LUMO energy (alpha / beta) is -6.18 / -6.40 eV.



Density functional theory data (the ωB97M-V functional and the def2-TZVPD basis) for C36H30N8S2Sn as an isolated structure.

The geometry in XYZ format:
```
77
Properties=species:S:1:pos:R:3
H -3.848 -0.352 4.091
H -5.262 3.920 3.672
H 0.686 -1.359 5.592
H 9.111 -1.038 -2.560
N 0.575 -0.596 -1.825
C 1.994 0.122 -3.575
H -1.156 -3.746 2.598
C 7.301 0.885 0.214
C 3.204 -0.723 3.629
H -1.012 -0.286 -4.756
C -0.436 -0.623 -2.704
N 0.993 0.098 -4.448
C 7.184 -0.672 -1.622
H -5.170 1.459 3.054
C -4.280 4.102 5.567
H -1.413 -0.926 -2.355
C -1.977 3.398 5.641
H 5.306 -0.449 1.755
C -3.224 3.223 3.590
H 6.638 -1.361 -2.262
H 9.303 1.670 0.545
H -5.151 4.515 6.058
C -4.378 -0.524 3.151
C -0.880 -4.054 4.700
C 8.560 -0.508 -1.798
H -3.318 -3.839 7.046
H -4.224 3.231 1.690
C -0.208 -0.267 -4.030
C -3.569 -3.407 4.962
C -1.609 -3.682 3.581
C 5.136 -0.120 -0.378
S -1.844 -1.891 0.347
H -4.627 -3.193 5.066
Sn 0.335 -0.712 0.335
C -3.303 2.851 2.134
H -2.460 3.216 1.551
C -4.344 3.751 4.226
H -4.827 -3.017 2.713
H -5.262 0.586 1.513
N 2.527 -0.947 4.748
C 8.670 1.013 -0.033
C -4.654 0.752 2.407
C -2.836 -3.783 6.079
C -2.958 -3.338 3.712
C 0.559 -1.152 3.451
N -3.557 -1.415 2.293
C -2.670 -0.901 1.515
H -0.927 -4.422 6.816
H 4.266 -0.541 3.736
H -3.041 4.227 7.311
H -1.051 3.291 6.190
N 2.453 -0.433 0.036
H 4.593 0.138 -2.458
C -2.037 3.046 4.304
C 4.226 -0.045 -1.458
H -0.509 -1.317 3.379
C -3.763 -2.898 2.519
C 4.627 -0.356 0.921
H 2.958 0.435 -3.957
H -5.314 -1.033 3.375
C 6.562 0.034 -0.599
C 2.583 -0.734 2.382
C 2.889 -0.223 -1.218
C 1.222 -1.172 4.670
C -2.418 0.597 1.579
C 3.274 -0.491 1.093
H -3.521 -3.440 1.607
H 0.153 -4.363 4.594
H 6.839 1.473 1.003
S -0.906 1.280 1.105
H -1.147 2.675 3.803
N -3.371 1.355 1.998
C -3.098 3.929 6.273
N 1.248 -0.927 2.328
C 1.812 -0.224 -2.242
C -1.490 -4.099 5.950
N 9.234 0.318 -1.010
```

The energy above the lowest of the compared OMol25 structures with the same formula, charge and spin is 29.8 kJ/mol. Its total charge is +4. The HOMO energy comes out at -17.497 eV. Its total energy is -2837.1519 hartree. The value obtained for the LUMO energy is -13.33 eV.



Density functional theory data (the ωB97M-V functional and the def2-TZVPD basis) for C36H31AsNPS6SbV as an isolated structure.

The geometry in XYZ format:
```
78
Properties=species:S:1:pos:R:3
H -2.472 0.187 -1.275
C -3.903 -0.552 3.669
H -5.079 -3.039 0.890
C 3.508 5.483 1.837
H 1.580 -7.566 -0.150
S 1.873 -0.390 2.375
H 1.556 4.530 1.786
S 1.899 -0.654 -2.128
H 5.422 6.413 1.542
C 2.129 1.191 -4.104
H 0.359 -5.465 -0.662
H -5.768 -1.057 4.649
C 3.335 -3.647 0.812
C 2.146 -5.717 0.591
H 0.600 -3.103 -0.913
C 2.552 4.542 1.381
C -2.220 3.124 -0.075
C -4.768 -2.526 -2.907
C -3.050 -0.576 -1.807
H 2.981 -7.671 0.874
H -3.697 3.469 1.416
H 0.308 2.565 2.729
H -2.881 3.496 -0.865
S -1.886 -4.041 0.471
S -0.673 -0.820 0.352
C -5.582 -2.029 2.761
C 1.692 3.574 -3.921
H 1.304 -7.439 1.557
H -4.260 -3.710 -1.152
C 4.166 3.697 -0.204
H -4.928 -1.193 -4.619
C -4.520 -1.332 -3.604
C 1.378 -3.642 -0.381
C 1.712 3.431 -2.517
C 1.271 -5.028 -0.230
C 2.904 3.643 0.399
C -0.913 2.715 -0.400
H -2.082 -0.371 2.580
C 5.020 4.733 0.123
C -1.742 2.941 2.245
H 3.252 6.049 2.755
C 1.962 2.458 -4.713
H 2.341 0.304 -4.714
As 1.841 2.001 0.007
C -3.232 -1.789 -1.180
H 3.978 -5.452 1.743
H 4.236 -3.081 1.091
H 1.476 4.566 -4.362
C 2.046 1.000 -2.718
C -3.052 -0.839 2.614
C -4.124 -2.766 -1.667
S 4.678 -0.501 0.111
S 4.300 2.341 2.907
H -3.606 0.105 4.505
C -4.739 -2.352 1.660
C -3.472 -1.721 1.599
C 4.719 5.599 1.192
C 1.974 -7.174 0.761
H -0.594 2.537 -1.458
H -6.584 -2.409 2.796
H 2.025 2.525 -5.815
V 2.487 -0.914 0.147
H 4.452 2.956 -0.925
C -5.137 -1.174 3.772
C -3.713 -0.348 -3.033
H 1.682 4.321 -1.876
C -2.670 3.211 1.222
N 2.399 -2.934 0.125
C -0.401 2.640 1.931
P -2.249 -2.062 0.285
C 3.240 -4.976 1.089
Sb 4.317 -0.021 2.513
H 5.951 4.803 -0.415
H -2.040 2.981 3.276
C -0.006 2.487 0.596
H -3.521 0.606 -3.598
C 1.860 2.183 -1.934
H -5.346 -3.323 -3.417
```

The energy above the lowest of the compared OMol25 structures with the same formula, charge and spin is 106.9 kJ/mol. Its total charge is -2. The HOMO energy (alpha / beta) comes out at -1.301 / -1.327 eV. As for the multiplicity: 3. Its total energy is -7595.9149 hartree. The value obtained for the LUMO energy (alpha / beta) is 4.13 / 4.13 eV.



Number 1: strongest force on any atom 0.57 eV Å⁻¹. Number 2: strongest force on any atom 2.38 eV Å⁻¹. Number 3: strongest force on any atom 3.87 eV Å⁻¹. Number 4: strongest force on any atom 0.19 eV Å⁻¹. Number 5: strongest force on any atom 1.21 eV Å⁻¹. Number 6: strongest force on any atom 2.33 eV Å⁻¹.